ORCA calculation (ωB97M-V/def2-TZVPD) on a 15-piece molecular cluster, H30O15 overall.

Each line ends with the natural charge from an NBO analysis.
Geometry (Å):
O (1.108, -0.653, -1.449)  -0.956
H (1.494, -1.126, -0.686)  0.453
H (1.667, 0.180, -1.719)  0.483
O (-3.868, 0.505, 1.052)  -0.969
H (-4.022, 1.354, 1.506)  0.471
H (-2.823, 0.378, 1.070)  0.496
O (3.616, 1.629, -1.411)  -0.971
H (2.801, 2.219, -1.641)  0.496
H (4.017, 1.538, -2.218)  0.459
O (0.577, 0.222, 3.397)  -0.967
H (1.275, -0.321, 3.613)  0.466
H (0.760, 1.220, 3.663)  0.511
O (-1.106, 2.887, 2.495)  -0.948
H (-1.480, 3.388, 3.216)  0.473
H (-1.791, 2.533, 1.971)  0.474
O (2.345, -3.936, 1.243)  -0.984
H (1.863, -4.551, 0.839)  0.453
H (2.873, -3.495, 0.398)  0.493
O (-0.911, 1.401, -0.041)  -1.019
H (-0.501, 2.300, 0.200)  0.498
H (-0.533, 0.742, 0.554)  0.511
O (2.131, 3.244, -3.026)  -0.946
H (1.772, 2.473, -3.373)  0.478
H (1.460, 3.912, -3.104)  0.489
O (-1.446, -4.136, 1.080)  -0.980
H (-1.930, -4.110, 1.864)  0.480
H (-1.919, -4.042, 0.234)  0.493
O (3.094, -2.142, -0.446)  -0.944
H (3.832, -1.514, -0.767)  0.512
H (2.461, -1.598, 0.165)  0.479
O (1.063, 3.768, 0.267)  -0.927
H (1.871, 4.036, 0.355)  0.463
H (0.655, 4.273, -0.438)  0.469
O (-2.869, -3.919, -1.861)  -0.942
H (-2.412, -3.138, -2.125)  0.481
H (-3.291, -3.739, -1.086)  0.467
O (-0.956, 2.304, -2.678)  -0.980
H (-0.553, 1.704, -2.083)  0.499
H (-1.698, 2.776, -2.241)  0.477
O (0.098, -0.951, 1.201)  -0.999
H (-0.077, -1.820, 0.665)  0.497
H (0.417, -1.146, 2.121)  0.508
O (-3.054, -1.759, -0.441)  -1.003
H (-2.226, -1.688, -0.061)  0.487
H (-3.786, -1.199, -0.279)  0.517

The multiplicity is 1. Its HOMO energy is -10.59 eV. Its lowest unoccupied orbital energy is -0.080 eV. The HOMO-LUMO gap is 0.3861 Eh. As for the energy above the lowest of the compared OMol25 structures with the same formula, charge and spin: 5.213 eV.

ORCA calculation (ωB97M-V/def2-TZVPD) on a 15-piece molecular cluster, H30O15 overall.

Each line ends with the natural charge from an NBO analysis.
Geometry (Å):
O (-2.503, -16.163, 3.183)  -0.948
H (-2.017, -16.970, 3.360)  0.487
H (-2.306, -15.918, 2.301)  0.473
O (-0.851, -15.887, 5.408)  -1.005
H (-1.043, -15.128, 5.989)  0.484
H (-1.407, -15.905, 4.622)  0.510
O (-1.696, -19.653, 5.543)  -0.948
H (-2.068, -20.499, 5.444)  0.484
H (-1.297, -19.636, 6.409)  0.514
O (1.506, -17.478, 5.311)  -1.007
H (2.162, -17.423, 4.572)  0.493
H (0.667, -17.099, 5.005)  0.523
O (2.243, -17.455, 2.579)  -0.974
H (1.719, -18.272, 2.613)  0.509
H (3.163, -17.690, 2.827)  0.483
O (-0.733, -18.367, 3.393)  -1.009
H (-0.762, -18.683, 4.295)  0.499
H (-0.344, -19.094, 2.866)  0.499
O (2.166, -20.281, 4.351)  -0.955
H (1.640, -20.184, 5.142)  0.488
H (1.632, -20.988, 3.977)  0.454
O (-3.480, -17.717, 5.977)  -0.965
H (-4.305, -18.178, 6.093)  0.456
H (-2.823, -18.425, 5.689)  0.480
O (-1.645, -18.293, 0.657)  -0.946
H (-1.929, -17.527, 0.137)  0.488
H (-1.676, -18.029, 1.563)  0.500
O (-3.938, -18.775, 3.074)  -0.966
H (-4.024, -18.464, 3.991)  0.473
H (-3.313, -19.490, 3.033)  0.478
O (0.626, -17.179, 0.190)  -0.976
H (1.425, -17.727, 0.269)  0.457
H (-0.131, -17.733, 0.422)  0.471
O (0.289, -15.482, 2.682)  -0.956
H (0.825, -14.755, 2.999)  0.458
H (0.957, -16.145, 2.583)  0.487
O (0.882, -19.874, 1.593)  -0.975
H (1.832, -20.137, 1.391)  0.495
H (0.437, -20.068, 0.773)  0.495
O (1.137, -19.761, 6.776)  -1.013
H (1.176, -19.540, 7.681)  0.482
H (1.340, -18.921, 6.316)  0.513
O (-2.114, -20.902, 2.568)  -0.937
H (-1.671, -21.456, 1.907)  0.486
H (-1.638, -21.065, 3.370)  0.461

The multiplicity is 1. Its HOMO energy is -9.92 eV. Its lowest unoccupied orbital energy is -0.449 eV. The HOMO-LUMO gap is 0.3480 Eh. As for the energy above the lowest of the compared OMol25 structures with the same formula, charge and spin: 1.779 eV.

- Look up the lowest unoccupied orbital energy of the second one.
  -0.449 eV